Computed, not measured: a cluster of 8 separate species, C29H54F7N8O7 in total at a distorted geometry, with wB97M-V/def2-TZVPD.

Bonds (Å) are listed after each position.
Element x y z (Å)
1 F 1.495 5.178 3.636  C32 1.432
2 F -0.105 2.827 2.991  C39 1.415
3 F -1.141 1.873 5.591  C51 1.420
4 F -2.316 0.726 3.985  C51 1.439
5 F -2.225 2.680 2.144  C39 1.450
6 F 1.080 6.163 5.677  C32 1.440
7 F 0.812 3.915 5.469  C32 1.407
8 O 1.402 6.004 -0.425  C28 1.227
9 O 2.136 0.404 -2.266  C44 1.225
10 O 1.177 -6.059 3.677  C26 1.225
11 O 4.156 -2.400 0.531  C40 1.227
12 O -2.180 -4.277 -3.660  C27 1.225
13 O -1.974 4.420 -6.346  C33 1.226
14 O -0.556 -1.121 -5.444  C36 1.227
15 N -0.243 -4.702 4.756  C26 1.361, C35 1.447, H73 1.011
16 N -0.918 2.555 -5.695  C33 1.359, C48 1.448, H78 1.011
17 N 0.608 -2.418 -4.037  C36 1.360, C43 1.446, H71 1.012
18 N -3.759 6.324 3.677  C24 1.459, C25 1.448, H64 1.040
19 N 0.688 1.093 -0.701  C31 1.446, C44 1.363, H76 1.011
20 N 3.029 -4.332 0.675  C40 1.359, C49 1.449, H81 1.011
21 N 2.881 4.728 -1.523  C28 1.359, C46 1.448, H62 1.011
22 N -4.263 -4.732 -2.975  C27 1.360, C37 1.447, H80 1.011
23 C 4.547 -3.706 2.499  C40 1.505, H53 1.093, H67 1.091, H96 1.092
24 C -3.319 4.976 3.336  N18 1.459, C45 1.573, H98 1.143
25 C -2.895 7.293 4.317  N18 1.448, C34 1.574, H66 1.154
26 C 0.027 -5.816 4.021  O10 1.225, N15 1.361, C29 1.505
27 C -3.208 -3.887 -3.120  O12 1.225, N22 1.360, C30 1.505
28 C 2.316 5.187 -0.376  O8 1.227, N21 1.359, C38 1.505
29 C -1.124 -6.715 3.656  C26 1.505, H61 1.093, H65 1.091, H102 1.092
30 C -3.352 -2.482 -2.600  C27 1.505, H91 1.091, H101 1.093, H104 1.092
31 C 0.196 1.331 0.637  N19 1.446, H56 1.088, H57 1.093, H59 1.091
32 C 0.634 5.129 4.780  F1 1.432, F6 1.440, F7 1.407, C41 1.593
33 C -1.068 3.906 -5.702  O13 1.226, N16 1.359, C50 1.506
34 C -1.418 6.925 4.721  C25 1.574, C41 1.578, H75 1.139
35 C -1.524 -4.247 5.252  N15 1.447, H54 1.092, H60 1.088, H87 1.092
36 C -0.162 -2.244 -5.145  O14 1.227, N17 1.360, C47 1.504
37 C -5.550 -4.461 -2.370  N22 1.447, H63 1.092, H70 1.092, H82 1.088
38 C 2.847 4.663 0.931  C28 1.505, H79 1.091, H88 1.092, H89 1.093
39 C -1.466 3.013 3.333  F2 1.415, F5 1.450, C45 1.595, C51 1.606
40 C 3.907 -3.419 1.168  O11 1.227, N20 1.359, C23 1.505
41 C -0.873 5.480 4.402  C32 1.593, C34 1.578, C45 1.549
42 C 2.817 0.085 0.006  C44 1.505, H83 1.089, H99 1.093, H100 1.092
43 C 1.164 -3.650 -3.522  N17 1.446, H90 1.093, H97 1.088, H103 1.093
44 C 1.872 0.531 -1.076  O9 1.225, N19 1.363, C42 1.505
45 C -1.862 4.512 3.706  C24 1.573, C39 1.595, C41 1.549
46 C 3.960 3.772 -1.669  N21 1.448, H55 1.092, H77 1.092, H105 1.088
47 C -0.501 -3.457 -5.966  C36 1.504, H69 1.092, H74 1.093, H86 1.091
48 C 0.081 1.769 -5.002  N16 1.448, H85 1.091, H93 1.089, H94 1.091
49 C 2.610 -5.583 1.273  N20 1.449, H52 1.087, H72 1.090, H95 1.093
50 C -0.092 4.726 -4.900  C33 1.506, H58 1.093, H68 1.093, H92 1.091
51 C -2.018 2.042 4.487  F3 1.420, F4 1.439, C39 1.606, H84 1.157
52 H 3.086 -5.764 2.232  C49 1.087
53 H 3.781 -3.784 3.274  C23 1.093
54 H -1.716 -3.253 4.843  C35 1.092
55 H 3.593 2.929 -2.260  C46 1.092
56 H 0.897 1.001 1.401  C31 1.088
57 H -0.749 0.794 0.755  C31 1.093
58 H 0.923 4.569 -5.272  C50 1.093
59 H 0.016 2.401 0.747  C31 1.091
60 H -2.336 -4.916 4.974  C35 1.088
61 H -1.851 -6.168 3.051  C29 1.093
62 H 2.474 5.124 -2.359  N21 1.011
63 H -6.324 -4.636 -3.119  C37 1.092
64 H -4.736 6.580 3.431  N18 1.040
65 H -0.754 -7.559 3.072  C29 1.091
66 H -3.244 8.367 4.556  C25 1.154
67 H 5.222 -2.890 2.762  C23 1.091
68 H -0.155 4.457 -3.843  C50 1.093
69 H -1.063 -4.172 -5.360  C47 1.092
70 H -5.691 -5.156 -1.539  C37 1.092
71 H 0.796 -1.559 -3.537  N17 1.012
72 H 1.528 -5.552 1.406  C49 1.090
73 H 0.576 -4.148 4.962  N15 1.011
74 H 0.413 -3.918 -6.348  C47 1.093
75 H -0.787 7.720 5.238  C34 1.139
76 H 0.108 1.367 -1.483  N19 1.011
77 H 4.776 4.257 -2.208  C46 1.092
78 H -1.607 2.071 -6.254  N16 1.011
79 H 2.297 5.121 1.755  C38 1.091
80 H -4.093 -5.656 -3.347  N22 1.011
81 H 2.640 -4.072 -0.221  N20 1.011
82 H -5.626 -3.439 -2.003  C37 1.088
83 H 3.712 -0.341 -0.444  C42 1.089
84 H -2.992 2.510 4.903  C51 1.157
85 H -0.434 1.082 -4.328  C48 1.091
86 H -1.120 -3.162 -6.814  C47 1.091
87 H -1.466 -4.181 6.341  C35 1.092
88 H 3.904 4.918 1.036  C38 1.092
89 H 2.711 3.580 0.983  C38 1.093
90 H 2.251 -3.546 -3.488  C43 1.093
91 H -2.430 -1.928 -2.788  C30 1.091
92 H -0.337 5.784 -5.002  C50 1.091
93 H 0.772 2.387 -4.431  C48 1.089
94 H 0.637 1.193 -5.744  C48 1.091
95 H 2.862 -6.392 0.583  C49 1.093
96 H 5.126 -4.630 2.445  C23 1.092
97 H 0.902 -4.509 -4.135  C43 1.088
98 H -4.085 4.304 2.818  C24 1.143
99 H 3.111 0.939 0.622  C42 1.093
100 H 2.344 -0.682 0.623  C42 1.092
101 H -3.533 -2.498 -1.523  C30 1.093
102 H -1.598 -7.102 4.561  C29 1.092
103 H 0.786 -3.798 -2.508  C43 1.093
104 H -4.171 -1.974 -3.115  C30 1.092
105 H 4.324 3.410 -0.710  C46 1.088

Values from the calculation:
DFT total energy: -2800.86478 hartree
Net charge: +1
Gap between HOMO and LUMO: 3.57 eV
M: 759.8 g mol⁻¹
Spin multiplicity: 1

Results of the Mulliken charge analysis, in e, for atoms 1 through 99: -0.2381, -0.2240, -0.2299, -0.2439, -0.2998, -0.2660, -0.1711, -0.7116, -0.6649, -0.6213, -0.6382, -0.6435, -0.6825, -0.5961, -0.1375, -0.1061, 0.0894, -0.0398, 0.1463, -0.0010, -0.0941, -0.2015, -1.3175, -0.3655, -0.2723, 0.7808, 0.7548, 0.7998, -1.3566, -1.0839, -1.1564, 0.7594, 0.6155, -0.6329, -0.8085, 0.9227, -0.8756, -0.5475, 1.2106, 0.8592, 0.2277, -1.2819, -0.9414, 0.8593, -0.2372, -0.8042, -1.4878, -0.4541, -0.8249, -1.0109, 0.1599, 0.3342, 0.3157, 0.2225, 0.2142, 0.4004, 0.3069, 0.3018, 0.2988, 0.3306, 0.3661, 0.1923, 0.2887, 0.3167, 0.2930, 0.3805, 0.3043, 0.2502, 0.3555, 0.2864, 0.0640, 0.2353, 0.2246, 0.4055, 0.4213, 0.1664, 0.3482, 0.2127, -0.0924, 0.2497, 0.1018, 0.3345, 0.3738, 0.2462, 0.1119, 0.2970, 0.2915, 0.4875, 0.0385, 0.3806, 0.0841, 0.3490, 0.2178, 0.1912, 0.2823, 0.3660, 0.3581, 0.4341, 0.1542